No. 1
9 unconnected molecules or ions with the total composition C26H54O17S5 in a non-equilibrium geometry. Source: OMol25; level of theory: ωB97M-V/def2-TZVPD.

The energy relative to the best compared isomer or geometry (same formula, charge and spin) comes out at 176.2 kJ/mol. The value obtained for the LUMO energy is -0.11 eV. For the orbital gap, the calculation gives 8.83 eV. The value obtained for the HOMO energy is -8.9 eV.

Each line ends with the Löwdin charge.
Element x y z (Å)
C (-4.95, -0.69, -7.17)  -0.0041
C (-5.15, -1.99, -6.40)  -0.3105
C (-6.17, -2.06, -5.26)  -0.0604
O (-6.65, -3.42, -5.42)  0.0496
C (-6.29, -3.90, -6.64)  -0.5861
O (-6.58, -4.99, -7.03)  0.1446
O (-5.69, -2.95, -7.35)  0.0834
H (-4.15, -0.94, -7.86)  0.0854
H (-4.67, 0.03, -6.41)  0.0914
H (-5.77, -0.45, -7.84)  0.0908
H (-4.27, -2.38, -5.87)  0.1577
H (-7.03, -1.42, -5.47)  0.1393
H (-5.72, -1.98, -4.28)  0.1151
C (-5.68, -7.51, -3.94)  -0.0095
C (-5.16, -6.60, -2.85)  -0.2997
C (-3.68, -6.20, -2.94)  -0.1049
O (-3.62, -4.87, -2.49)  0.0898
C (-4.86, -4.36, -2.52)  -0.5713
O (-5.11, -3.21, -2.30)  0.1471
O (-5.77, -5.28, -2.90)  0.0875
H (-5.56, -6.98, -4.88)  0.0692
H (-6.71, -7.76, -3.68)  0.0924
H (-5.21, -8.49, -3.91)  0.0909
H (-5.32, -6.97, -1.83)  0.1561
H (-3.41, -6.22, -4.01)  0.1285
H (-3.01, -6.91, -2.48)  0.1425
C (1.40, -8.61, -13.45)  -0.0116
C (0.29, -7.87, -12.69)  -0.2879
C (-0.64, -8.91, -12.00)  -0.0786
O (-0.13, -8.97, -10.67)  0.0492
C (0.65, -7.91, -10.43)  -0.5714
O (1.06, -7.62, -9.35)  0.1538
O (0.89, -7.23, -11.56)  0.0862
H (0.95, -9.11, -14.30)  0.0941
H (1.76, -9.43, -12.83)  0.0946
H (2.20, -7.91, -13.65)  0.0882
H (-0.31, -7.22, -13.30)  0.1467
H (-0.66, -9.88, -12.49)  0.1262
H (-1.63, -8.45, -11.99)  0.1174
C (-3.34, -12.98, -10.47)  -0.0180
C (-2.21, -12.03, -10.80)  -0.2902
C (-0.99, -12.00, -9.86)  -0.0901
O (0.15, -12.20, -10.67)  0.0784
C (-0.22, -12.44, -11.93)  -0.5874
O (0.52, -12.54, -12.85)  0.1584
O (-1.56, -12.33, -12.05)  0.0842
H (-4.00, -12.47, -9.77)  0.0521
H (-3.08, -13.88, -9.90)  0.0804
H (-3.90, -13.26, -11.36)  0.0920
H (-2.61, -11.01, -10.81)  0.1333
H (-1.08, -12.81, -9.14)  0.1335
H (-0.86, -11.01, -9.42)  0.1203
C (-5.87, -14.04, -8.32)  -0.2736
S (-6.88, -14.93, -7.06)  0.8293
O (-8.30, -14.86, -7.53)  -0.5724
C (-6.36, -16.61, -7.55)  -0.2498
H (-6.26, -14.37, -9.28)  0.0599
H (-4.85, -14.40, -8.17)  0.0361
H (-5.84, -12.98, -8.11)  0.0327
H (-7.10, -16.99, -8.25)  0.0573
H (-6.24, -17.27, -6.69)  0.0437
H (-5.45, -16.55, -8.16)  0.0390
C (1.93, -4.66, -5.81)  -0.2505
S (1.39, -6.40, -5.64)  0.8413
O (1.01, -6.43, -4.18)  -0.5832
C (-0.15, -6.17, -6.55)  -0.3020
H (1.05, -4.05, -5.62)  0.0494
H (2.57, -4.52, -6.68)  0.0519
H (2.57, -4.44, -4.95)  0.0499
H (0.00, -5.82, -7.58)  0.0503
H (-0.76, -5.37, -6.12)  0.0503
H (-0.88, -6.98, -6.60)  0.0297
C (-6.26, -10.18, -11.10)  -0.2796
S (-6.95, -10.94, -12.60)  0.8320
O (-5.86, -11.83, -13.10)  -0.5650
C (-8.21, -11.94, -11.72)  -0.2592
H (-5.41, -9.54, -11.32)  0.0411
H (-6.04, -10.99, -10.40)  0.0320
H (-7.03, -9.50, -10.71)  0.0578
H (-9.15, -12.08, -12.24)  0.0452
H (-8.43, -11.47, -10.76)  0.0437
H (-7.85, -12.94, -11.45)  0.0530
C (-4.40, -9.66, -7.88)  -0.2370
S (-3.13, -8.48, -8.48)  0.8423
O (-3.37, -8.31, -9.95)  -0.5600
C (-3.83, -7.00, -7.68)  -0.2399
H (-5.21, -9.74, -8.61)  0.0329
H (-4.91, -9.29, -6.99)  0.0406
H (-4.01, -10.65, -7.67)  0.0389
H (-2.95, -6.35, -7.72)  0.0329
H (-4.21, -7.13, -6.68)  0.0298
H (-4.58, -6.59, -8.35)  0.0585
C (-3.13, -5.12, -11.40)  -0.2707
S (-3.56, -3.37, -11.64)  0.8217
O (-2.87, -2.63, -10.54)  -0.5659
C (-2.64, -3.11, -13.20)  -0.2590
H (-3.70, -5.33, -10.51)  0.0223
H (-2.06, -5.36, -11.32)  0.0551
H (-3.42, -5.78, -12.23)  0.0582
H (-3.30, -3.29, -14.04)  0.0468
H (-1.73, -3.71, -13.21)  0.0447
H (-2.35, -2.06, -13.20)  0.0487

=====

No. 2
C2H5NOS in the gas phase in a non-equilibrium geometry. Source: OMol25; level of theory: ωB97M-V/def2-TZVPD.

The energy relative to the best compared isomer or geometry (same formula, charge and spin) comes out at 96.4 kJ/mol. The value obtained for the LUMO energy is 0.81 eV. For the orbital gap, the calculation gives 10.34 eV. The value obtained for the HOMO energy is -9.5 eV.

Each line ends with the Löwdin charge.
Element x y z (Å)
C (1.71, 0.28, 0.12)  -0.3587
S (0.13, 1.27, 0.00)  0.8096
N (-1.10, 0.16, 0.42)  -0.3356
C (-1.66, -0.61, -0.54)  -0.4879
O (-2.48, -1.39, -0.28)  0.0704
H (1.73, -0.46, -0.67)  0.0219
H (2.40, 1.17, -0.01)  0.0412
H (1.73, -0.16, 1.10)  0.0205
H (-1.24, 0.10, 1.42)  0.0937
H (-1.23, -0.36, -1.55)  0.1248

=====

No. 3
A molecular structure, C10H18Cl6Mg2O4 in a non-equilibrium geometry. Source: OMol25; level of theory: ωB97M-V/def2-TZVPD.

The energy relative to the best compared isomer or geometry (same formula, charge and spin) comes out at 1360.6 kJ/mol. Its total charge is +2. The value obtained for the LUMO energy is -11.47 eV. For the orbital gap, the calculation gives 2.20 eV. The value obtained for the HOMO energy is -13.7 eV.

Each line ends with the Löwdin charge.
Element x y z (Å)
Mg (2.65, 3.43, -1.77)  1.3307
Mg (4.97, -0.17, 1.52)  1.3976
C (3.25, 4.76, 3.79)  0.0369
C (3.52, 3.49, 3.00)  -0.6948
O (3.48, 3.48, 1.75)  -0.0943
O (3.78, 2.42, 3.62)  0.0349
H (4.15, 5.17, 4.26)  0.1013
H (2.54, 4.46, 4.56)  0.0950
H (2.76, 5.51, 3.17)  0.0908
C (-0.25, -1.56, -1.13)  0.0335
C (1.16, -0.99, -0.95)  -0.6481
O (1.99, -1.39, -0.12)  0.0083
O (1.52, 0.00, -1.67)  0.0202
H (-1.03, -1.08, -0.54)  0.0955
H (-0.21, -2.60, -0.81)  0.0959
H (-0.69, -1.54, -2.13)  0.0923
Cl (-4.66, 3.08, -3.61)  0.5641
C (-5.11, 1.39, -3.73)  -0.7326
C (-6.33, 1.28, -4.60)  -0.7442
Cl (-6.83, -0.36, -4.54)  0.6311
H (-5.29, 0.92, -2.77)  0.0690
H (-4.23, 0.98, -4.21)  0.0600
H (-6.06, 1.48, -5.64)  0.0750
H (-7.05, 2.03, -4.28)  0.0777
Cl (-1.42, 0.33, 4.00)  0.4952
C (-2.21, 1.71, 4.83)  -0.6373
C (-3.05, 2.54, 3.85)  -0.6798
Cl (-2.05, 3.30, 2.62)  0.5268
H (-1.49, 2.37, 5.31)  0.0703
H (-2.82, 1.24, 5.60)  0.0729
H (-3.50, 3.33, 4.46)  0.0755
H (-3.88, 1.99, 3.42)  0.0776
Cl (2.24, -7.61, -2.54)  0.5140
C (3.41, -6.38, -1.78)  -0.6318
C (4.70, -6.38, -2.53)  -0.6951
Cl (5.90, -5.38, -1.69)  0.5371
H (3.49, -6.52, -0.71)  0.0686
H (3.01, -5.37, -1.91)  0.0586
H (4.50, -5.98, -3.53)  0.0789
H (5.11, -7.38, -2.56)  0.0725

=====

No. 4
2 unconnected molecules or ions with the total composition C11H25BClN2O5S in a non-equilibrium geometry. Source: OMol25; level of theory: ωB97M-V/def2-TZVPD.

Its total charge is -1. The value obtained for the LUMO energy is 2.52 eV. For the orbital gap, the calculation gives 7.11 eV. The value obtained for the HOMO energy is -4.6 eV.

Each line ends with the Löwdin charge.
Element x y z (Å)
C (3.78, 0.49, 2.26)  -0.1008
C (2.58, -0.32, 2.81)  -0.2776
N (2.69, -1.75, 2.55)  -0.0130
C (1.70, -2.30, 1.62)  -0.4013
C (0.38, -2.87, 2.23)  -0.2163
O (-0.57, -2.66, 1.23)  -0.0624
B (-0.19, -1.27, 0.82)  -0.7034
C (-0.94, -0.66, -0.47)  -0.0917
C (-2.17, 0.24, -0.27)  -0.2244
C (-2.09, 1.21, 0.92)  -0.2299
C (-2.64, 0.69, 2.24)  -0.2912
S (-4.36, 0.22, 2.22)  0.3375
O (-5.05, 0.74, 1.08)  -0.3409
O (-4.92, 0.49, 3.51)  -0.3733
Cl (-4.27, -1.81, 2.05)  0.3964
O (1.32, -1.44, 0.61)  -0.0294
H (3.44, 1.17, 1.48)  0.0562
H (4.26, 1.07, 3.04)  0.0470
H (4.49, -0.20, 1.81)  0.0579
H (1.66, 0.09, 2.40)  0.0825
H (2.54, -0.16, 3.89)  0.0981
H (2.67, -2.26, 3.42)  0.0906
H (2.18, -3.18, 1.15)  0.1295
H (0.09, -2.35, 3.16)  0.1054
H (0.49, -3.93, 2.50)  0.1082
H (-0.28, -0.58, 1.86)  0.1026
H (-1.27, -1.52, -1.08)  0.0994
H (-0.21, -0.12, -1.08)  0.0696
H (-2.27, 0.86, -1.16)  0.0801
H (-3.08, -0.36, -0.23)  0.0769
H (-2.65, 2.11, 0.68)  0.1059
H (-1.05, 1.52, 1.07)  0.1190
H (-2.61, 1.44, 3.03)  0.1025
H (-2.07, -0.18, 2.58)  0.0707
C (-0.49, 2.21, -3.97)  -0.3504
O (-0.94, 2.03, -2.86)  0.0283
N (0.58, 1.55, -4.46)  -0.1989
C (1.09, 1.79, -5.79)  -0.0741
C (1.23, 0.57, -3.60)  -0.0324
H (-0.93, 2.93, -4.69)  0.1284
H (1.06, 0.87, -6.39)  0.0856
H (2.13, 2.14, -5.75)  0.0851
H (0.49, 2.55, -6.29)  0.0767
H (0.53, -0.21, -3.32)  0.0907
H (1.59, 1.04, -2.69)  0.0971
H (2.07, 0.13, -4.14)  0.0834